Formula: C96H120N24
Source: the OMol25 dataset
Level of theory: the ωB97M-V functional and the def2-TZVPD basis

```
240
Properties=species:S:1:pos:R:3
N 27.01276 -16.18682 20.45253
C 25.88875 -16.27892 19.68718
C 25.20481 -17.41469 19.99933
C 26.05486 -18.08083 20.94712
C 27.13270 -17.28733 21.21418
H 27.69708 -15.47503 20.35909
H 25.63072 -15.46717 19.04173
H 24.30416 -17.79181 19.53989
H 25.81733 -19.04123 21.46002
H 27.93671 -17.35100 21.97465
N 28.41920 -12.89150 21.82073
C 29.19544 -13.87714 22.35537
C 30.10519 -14.29000 21.42363
C 29.89218 -13.51791 20.24775
C 28.84712 -12.69487 20.57671
H 27.54156 -12.67675 22.22630
H 29.09239 -14.35099 23.34693
H 30.84289 -15.04791 21.58739
H 30.40696 -13.51102 19.30941
H 28.44605 -11.83779 20.05764
N 24.99466 -17.73056 25.48179
C 25.41189 -17.58893 26.79230
C 26.78980 -17.42680 26.76114
C 27.18259 -17.36652 25.41848
C 26.07358 -17.44679 24.61663
H 24.07186 -18.02338 25.23752
H 24.73382 -17.74679 27.64399
H 27.44309 -17.28199 27.59557
H 28.21790 -17.14436 25.04585
H 25.85734 -17.40833 23.57057
N 21.89799 -16.33900 16.67820
C 22.20052 -16.20263 18.01860
C 21.99245 -17.48485 18.58789
C 21.64955 -18.37638 17.50486
C 21.53306 -17.61191 16.34018
H 22.09370 -15.62308 16.01293
H 22.31909 -15.18969 18.43093
H 22.02063 -17.65034 19.64982
H 21.43530 -19.38083 17.61799
H 21.29972 -17.96413 15.30005
N 19.67034 -7.99736 18.04512
C 19.36933 -9.07572 17.23763
C 20.31367 -9.11073 16.22902
C 21.14412 -7.94014 16.38970
C 20.67894 -7.29626 17.50481
H 19.06006 -7.67615 18.79627
H 18.56142 -9.69438 17.45921
H 20.28472 -9.82542 15.43050
H 21.98480 -7.66137 15.81418
H 21.09476 -6.41059 18.00064
N 23.94433 -15.21231 22.41024
C 23.60799 -14.48581 23.54868
C 22.44119 -14.99908 24.02322
C 22.14112 -16.16045 23.30229
C 23.08394 -16.26538 22.33148
H 24.76585 -15.08203 21.87493
H 24.13219 -13.63040 23.94104
H 21.92910 -14.70114 24.92612
H 21.43925 -16.93740 23.59282
H 23.13358 -16.98735 21.49919
N 22.61597 -10.26793 18.64391
C 22.51668 -11.55165 19.14046
C 23.79602 -12.02066 19.42220
C 24.74951 -11.05808 18.98567
C 24.00169 -10.01148 18.43715
H 21.81819 -9.64644 18.44272
H 21.49652 -12.04519 19.28275
H 23.99224 -12.94015 19.84620
H 25.77299 -11.03554 18.96558
H 24.23738 -9.04027 17.99706
N 18.78561 -16.77716 20.00922
C 18.70578 -18.13386 20.15635
C 17.43404 -18.54475 20.19753
C 16.62287 -17.34847 20.05177
C 17.51029 -16.30073 19.93253
H 19.61160 -16.26505 19.76555
H 19.64641 -18.71866 20.24184
H 17.10266 -19.52966 20.52470
H 15.51675 -17.33840 20.05563
H 17.46249 -15.23422 19.79504
N 24.51818 -17.51090 14.73120
C 25.29809 -16.86030 15.69658
C 26.04455 -15.99440 15.06328
C 25.84316 -16.12160 13.63157
C 24.78548 -16.93810 13.50465
H 23.78636 -18.13728 14.93606
H 25.22506 -17.08959 16.72085
H 26.79762 -15.35542 15.50843
H 26.40600 -15.59896 12.90772
H 24.20234 -17.17245 12.60653
N 25.45627 -20.88380 26.39890
C 24.69301 -21.97317 26.84600
C 24.58474 -22.89309 25.85101
C 25.30283 -22.40033 24.74780
C 25.81037 -21.17047 25.09129
H 25.75980 -20.15781 26.99533
H 24.24862 -21.93649 27.82020
H 24.06163 -23.80629 25.96554
H 25.39537 -22.72586 23.75263
H 26.39958 -20.48099 24.51318
N 18.06981 -16.55788 14.64011
C 17.46277 -15.80245 13.69345
C 17.32421 -14.50295 14.13163
C 17.96880 -14.39914 15.38769
C 18.40358 -15.70462 15.69574
H 18.52963 -17.44616 14.52525
H 17.15264 -16.24281 12.78348
H 16.68886 -13.75381 13.58225
H 18.01675 -13.48094 15.97180
H 18.73060 -16.01069 16.67565
N 18.91502 -9.09260 21.58531
C 19.84224 -8.15685 21.77820
C 19.30237 -6.94980 21.49998
C 17.98106 -7.12054 20.98997
C 17.79632 -8.51713 21.03538
H 18.99405 -10.10636 21.62344
H 20.77880 -8.36967 22.35349
H 19.99641 -6.04998 21.70145
H 17.30725 -6.40133 20.53228
H 16.94250 -9.14194 20.73275
N 16.38607 -16.68964 23.26835
C 17.39624 -15.80179 23.42814
C 17.33242 -15.25841 24.68855
C 16.27370 -15.94879 25.40219
C 15.68418 -16.82442 24.49508
H 16.24568 -17.26296 22.45314
H 17.96947 -15.42573 22.61821
H 18.08538 -14.54395 25.07400
H 15.97983 -15.76171 26.39436
H 14.78273 -17.35064 24.51350
N 15.09743 -13.14457 22.77612
C 13.91539 -13.50501 22.25195
C 13.18647 -12.42770 21.99282
C 14.00463 -11.28349 22.32980
C 15.11773 -11.79065 22.86792
H 15.92058 -13.68203 22.78869
H 13.74789 -14.56646 22.23716
H 12.08236 -12.47915 21.80923
H 13.78024 -10.21389 22.33023
H 16.04390 -11.35632 23.20217
N 18.37388 -11.99109 26.35961
C 19.20936 -11.70379 25.32409
C 20.33468 -12.51899 25.36464
C 20.11955 -13.34275 26.53444
C 18.97279 -12.92662 27.14308
H 17.56658 -11.49445 26.75153
H 18.88791 -10.93860 24.59898
H 21.14571 -12.53907 24.67271
H 20.75621 -14.13883 26.95154
H 18.57793 -13.00131 28.14813
N 12.14397 -13.59035 17.38380
C 10.82207 -13.27439 17.63658
C 10.32856 -12.46332 16.61819
C 11.33430 -12.41187 15.66173
C 12.43943 -13.05655 16.18228
H 12.81819 -13.90121 18.05635
H 10.22458 -13.56132 18.51136
H 9.30508 -12.08542 16.48231
H 11.24486 -11.91672 14.74947
H 13.40250 -12.95032 15.80252
N 26.04891 -14.30826 26.16346
C 26.77657 -13.98215 25.00610
C 26.43040 -12.71694 24.70894
C 25.40033 -12.26187 25.61196
C 25.22780 -13.29066 26.54851
H 25.79706 -15.28829 26.25946
H 27.29162 -14.75486 24.43077
H 26.81629 -12.03915 23.95728
H 24.87972 -11.35186 25.51871
H 24.64423 -13.46279 27.41011
N 23.62053 -9.95273 22.09454
C 22.71483 -10.72190 22.79540
C 22.59250 -10.23500 24.06486
C 23.59192 -9.21697 24.16683
C 24.13232 -9.01142 22.92051
H 23.53369 -9.97784 21.06542
H 22.21106 -11.59833 22.44482
H 22.04797 -10.66019 24.90145
H 23.85010 -8.46752 24.93773
H 24.66918 -8.14314 22.55607
N 26.65281 -12.33520 15.60165
C 27.61577 -11.61893 14.85765
C 28.79274 -11.56539 15.57926
C 28.51491 -12.19407 16.87336
C 27.23658 -12.65015 16.82620
H 25.75360 -12.52265 15.21328
H 27.32027 -11.25457 13.84329
H 29.67305 -11.05720 15.19094
H 29.14766 -12.37361 17.74358
H 26.72949 -13.32428 17.59310
N 21.33622 -12.68122 14.47343
C 21.19191 -13.44636 13.31154
C 22.26600 -14.28477 13.28880
C 23.06388 -14.04628 14.43589
C 22.51841 -12.99579 15.12873
H 20.68264 -12.01391 14.82383
H 20.19547 -13.44760 12.77339
H 22.38184 -15.08369 12.56970
H 24.04753 -14.47627 14.53895
H 22.77160 -12.65474 16.12913
N 14.86855 -10.60781 16.44214
C 14.64347 -11.00713 17.73062
C 15.83478 -11.39629 18.29677
C 16.75326 -11.30247 17.23468
C 16.17800 -10.82104 16.09542
H 14.17092 -10.14879 15.91946
H 13.63545 -11.00874 18.14944
H 15.97795 -11.78631 19.23832
H 17.73183 -11.69054 17.47177
H 16.44981 -10.62274 15.08302
N 14.59909 -11.46568 26.52729
C 15.22271 -11.75824 27.70943
C 16.06410 -10.68909 28.03000
C 15.88547 -9.75401 27.00143
C 15.01906 -10.25038 26.07025
H 13.93904 -12.07622 26.13940
H 14.97631 -12.64236 28.33073
H 16.68392 -10.64580 28.92508
H 16.28616 -8.74587 26.91221
H 14.58845 -9.91632 25.15062
N 20.48597 -13.75488 21.97298
C 19.34950 -13.02065 21.98595
C 18.84995 -12.94566 20.69937
C 19.73286 -13.72552 19.86036
C 20.74437 -14.16834 20.72842
H 21.03189 -13.89897 22.78220
H 19.15989 -12.49390 22.95673
H 17.97845 -12.35464 20.31475
H 19.74677 -13.76936 18.78875
H 21.66566 -14.68912 20.47192
N 22.24638 -20.88292 24.74067
C 21.45708 -20.38244 23.68244
C 20.79931 -19.24776 24.17677
C 21.20428 -19.06789 25.54975
C 22.13653 -20.06604 25.83824
H 22.85602 -21.62379 24.56811
H 21.35838 -20.79439 22.69256
H 20.06940 -18.63762 23.59719
H 20.83750 -18.22280 26.07432
H 22.47658 -20.35796 26.81560
```

Calculated values
ΔE to the lowest compared entry with this formula, charge and spin = 377.4 kJ/mol
orbital gap = 8.6 eV
E_tot = -5043.92944 a.u.